1.
{"formula": "C44H28N5O3Pt", "method": "ωB97M-V/def2-TZVPD", "homo_lumo_gap_ev": 5.7, "charge": -1, "species": ["Pt", "C", "C", "C", "C", "C", "C", "C", "C", "C", "C", "C", "N", "C", "C", "C", "C", "C", "C", "C", "C", "C", "C", "C", "C", "C", "N", "C", "C", "C", "C", "C", "C", "C", "C", "C", "C", "C", "C", "N", "C", "C", "N", "C", "C", "C", "C", "C", "C", "H", "H", "H", "H", "H", "H", "H", "H", "H", "H", "H", "H", "H", "H", "H", "H", "H", "H", "H", "H", "H", "H", "H", "H", "H", "H", "H", "H", "O", "N", "O", "O"], "positions_angstrom": [[-0.340, -0.143, -0.139], [6.609, -1.977, 2.262], [5.419, -2.688, 2.344], [4.226, -2.101, 1.944], [4.216, -0.797, 1.461], [5.410, -0.090, 1.375], [6.603, -0.677, 1.775], [2.904, -0.179, 1.062], [2.620, -0.334, -0.366], [3.606, -0.570, -1.341], [3.004, -0.434, -2.588], [1.656, -0.127, -2.349], [1.438, -0.124, -1.006], [0.640, 0.293, -3.276], [-0.580, 0.794, -2.925], [-1.582, 1.312, -3.836], [-2.650, 1.687, -3.110], [-2.354, 1.412, -1.706], [-3.225, 1.609, -0.630], [-4.493, 2.343, -0.822], [-5.691, 1.843, -0.302], [-6.886, 2.531, -0.449], [-6.921, 3.737, -1.137], [-5.742, 4.249, -1.662], [-4.546, 3.567, -1.497], [-2.870, 1.212, 0.688], [-1.936, 0.339, 1.016], [-1.583, 0.571, 2.423], [-0.782, -0.418, 3.224], [-0.904, -1.666, 3.944], [0.193, -2.182, 4.634], [0.079, -3.383, 5.311], [-1.121, -4.083, 5.293], [-2.210, -3.577, 4.597], [-2.105, -2.370, 3.926], [-0.109, 0.542, 2.683], [1.780, 1.466, 3.728], [2.877, 0.758, 3.441], [2.324, 0.421, 2.117], [1.101, 1.223, 2.467], [-2.578, 1.533, 2.919], [-3.367, 1.885, 1.900], [-1.101, 0.918, -1.632], [0.986, 0.233, -4.724], [0.339, -0.661, -5.573], [0.654, -0.710, -6.924], [1.625, 0.133, -7.445], [2.280, 1.024, -6.605], [1.965, 1.071, -5.255], [7.539, -2.436, 2.575], [5.418, -3.704, 2.719], [3.289, -2.645, 1.994], [5.396, 0.925, 0.995], [7.529, -0.118, 1.709], [4.646, -0.776, -1.153], [3.481, -0.507, -3.552], [-1.465, 1.370, -4.906], [-3.579, 2.096, -3.472], [-5.676, 0.891, 0.216], [-7.797, 2.116, -0.035], [-7.854, 4.272, -1.259], [-5.750, 5.195, -2.190], [-3.626, 3.992, -1.880], [1.130, -1.639, 4.612], [0.935, -3.788, 5.837], [-1.202, -5.031, 5.810], [-3.139, -4.132, 4.565], [-2.937, -1.975, 3.356], [1.390, 2.075, 4.529], [3.843, 0.624, 3.900], [-2.637, 1.866, 3.945], [-4.180, 2.594, 1.912], [-0.414, -1.321, -5.160], [0.141, -1.412, -7.570], [1.871, 0.096, -8.498], [3.037, 1.688, -7.003], [2.472, 1.766, -4.597], [-1.297, -2.949, 0.274], [-0.210, -2.907, 0.829], [0.358, -3.879, 1.306], [0.409, -1.765, 0.954]]}


2.
{"formula": "C44H30ClCrN10O5S", "method": "ωB97M-V/def2-TZVPD", "homo_lumo_gap_ev": [5.0, 7.3], "e_above_lowest_kcal_mol": 0.0, "multiplicity": 5, "s_squared": 6.0429, "charge": -1, "species": ["Cr", "Cl", "C", "C", "C", "C", "O", "C", "C", "N", "C", "C", "C", "C", "C", "C", "C", "C", "N", "C", "C", "H", "H", "H", "H", "H", "H", "H", "H", "H", "H", "C", "O", "C", "C", "C", "C", "C", "C", "C", "N", "C", "C", "N", "C", "C", "C", "C", "N", "C", "C", "N", "C", "C", "C", "C", "H", "H", "H", "H", "H", "H", "H", "H", "H", "H", "H", "H", "H", "H", "N", "C", "N", "C", "N", "N", "C", "C", "C", "C", "C", "C", "S", "O", "O", "O", "H", "H", "H", "H", "H", "H"], "positions_angstrom": [[-1.447, 0.396, -0.320], [-0.344, 7.478, 0.840], [-0.733, 5.780, 0.859], [-0.795, 5.102, 2.080], [-1.102, 3.765, 2.111], [-1.346, 3.038, 0.926], [-1.653, 1.777, 1.008], [-1.282, 3.740, -0.299], [-1.559, 3.121, -1.573], [-1.664, 1.864, -1.828], [-2.052, 1.559, -3.183], [-3.254, 2.002, -3.653], [-3.694, 1.684, -4.959], [-2.910, 0.916, -5.766], [-1.637, 0.477, -5.324], [-0.770, -0.295, -6.131], [0.457, -0.650, -5.658], [0.834, -0.206, -4.373], [0.063, 0.502, -3.589], [-1.180, 0.820, -4.033], [-0.986, 5.114, -0.309], [-0.601, 5.642, 2.998], [-1.156, 3.227, 3.048], [-1.677, 3.810, -2.410], [-3.906, 2.579, -3.012], [-4.665, 2.055, -5.263], [-3.239, 0.640, -6.761], [-1.101, -0.601, -7.117], [1.130, -1.273, -6.229], [1.815, -0.460, -3.982], [-0.958, 5.644, -1.253], [8.459, -5.447, 7.071], [8.637, -4.395, 6.143], [7.531, -3.939, 5.495], [6.248, -4.440, 5.683], [5.189, -3.900, 4.968], [5.382, -2.863, 4.064], [6.677, -2.370, 3.890], [7.740, -2.899, 4.593], [4.228, -2.324, 3.338], [2.980, -2.661, 3.555], [2.242, -1.921, 2.663], [3.058, -1.128, 1.898], [4.332, -1.394, 2.339], [2.593, -0.230, 0.881], [3.371, 0.597, 0.108], [2.756, 1.433, -0.841], [1.386, 1.382, -0.980], [0.598, 0.583, -0.255], [1.176, -0.227, 0.703], [0.323, -1.023, 1.477], [-1.031, -0.929, 1.227], [-1.857, -1.692, 1.952], [-1.447, -2.561, 2.935], [-0.070, -2.670, 3.209], [0.812, -1.908, 2.487], [9.443, -5.662, 7.477], [8.064, -6.343, 6.586], [7.789, -5.152, 7.884], [6.058, -5.246, 6.376], [4.187, -4.283, 5.106], [6.872, -1.553, 3.206], [8.744, -2.518, 4.462], [5.181, -1.012, 1.964], [4.449, 0.611, 0.228], [3.332, 2.101, -1.464], [0.891, 1.985, -1.724], [-2.916, -1.607, 1.743], [-2.180, -3.141, 3.474], [0.306, -3.340, 3.970], [-1.470, -1.160, -1.586], [-1.419, -1.943, -2.451], [-1.465, -2.805, -3.392], [-0.338, -3.322, -3.864], [0.597, -3.823, -4.329], [-3.527, 0.053, -0.009], [-4.537, 0.743, -0.783], [-5.175, 0.076, -1.817], [-6.118, 0.745, -2.580], [-6.412, 2.076, -2.318], [-5.794, 2.724, -1.259], [-4.848, 2.061, -0.487], [-7.460, 2.979, -3.465], [-8.514, 2.044, -3.813], [-7.886, 4.157, -2.733], [-6.525, 3.255, -4.555], [-3.616, 0.312, 0.970], [-3.665, -0.949, -0.097], [-4.919, -0.956, -2.038], [-6.622, 0.247, -3.398], [-6.057, 3.756, -1.062], [-4.346, 2.565, 0.332]]}


no.,M (g mol⁻¹),strongest force on any atom (eV/Å)
1,869.8,0.60
2,898.3,0.16